1.
Here is a 2-piece molecular cluster, C3H10O2S overall in a non-equilibrium geometry from the Open Molecules 2025 dataset. Energies are from ωB97M-V with the def2-TZVPD basis set.

XYZ file:
```
16
C3H10O2S, DFT ωB97M-V with the def2-TZVPD basis set
O 0.15 -1.82 1.56
C -0.28 -1.90 0.21
C 0.28 -0.85 -0.71
C 1.80 -1.05 -0.99
S 2.53 0.13 -2.15
H 1.00 -2.20 1.70
H -1.36 -1.88 0.34
H -0.10 -2.89 -0.23
H 0.22 0.12 -0.20
H -0.19 -0.97 -1.68
H 2.31 -0.99 -0.03
H 1.87 -2.06 -1.41
H 1.69 -0.29 -3.09
O -3.31 5.22 2.00
H -3.81 6.04 1.90
H -2.79 5.40 2.78
```

Structure (SMILES)   OCCCS.O
Calculated total energy   -668.938368 Ha
Orbital gap   9.9541 eV

2.
Here is a 2-piece molecular cluster, C3H10O2S overall in a non-equilibrium geometry from the Open Molecules 2025 dataset. Energies are from ωB97M-V with the def2-TZVPD basis set.

XYZ file:
```
16
C3H10O2S, DFT ωB97M-V with the def2-TZVPD basis set
O -2.00 -0.06 0.77
C -1.24 0.54 -0.29
C 0.14 0.85 0.27
C 1.12 1.37 -0.82
S 1.26 0.36 -2.36
H -1.39 -0.83 1.07
H -1.38 -0.15 -1.23
H -1.81 1.48 -0.70
H 0.11 1.53 1.16
H 0.59 -0.06 0.73
H 2.03 1.68 -0.31
H 0.52 2.22 -1.09
H 0.55 -0.78 -2.16
O 0.40 -3.02 1.71
H 0.76 -2.88 1.00
H 0.35 -2.24 2.26
```

Structure (SMILES)   OCCCS.O
Calculated total energy   -668.880311 Ha
Orbital gap   9.8745 eV

3.
Here is a 2-piece molecular cluster, C3H10O2S2 overall in a non-equilibrium geometry from the Open Molecules 2025 dataset. Energies are from ωB97M-V with the def2-TZVPD basis set.

XYZ file:
```
17
C3H10O2S2, DFT ωB97M-V with the def2-TZVPD basis set
O -0.95 -1.51 -0.94
C -1.33 -0.64 0.13
C -0.69 0.71 0.29
C 0.20 1.24 -0.94
S 1.87 0.30 -1.06
S 2.90 1.94 -1.95
H 0.00 -1.16 -1.11
H -1.27 -1.10 1.11
H -2.40 -0.55 0.05
H -0.14 0.70 1.28
H -1.47 1.33 0.56
H 0.70 2.16 -0.61
H -0.47 1.29 -1.79
H 1.97 2.20 -2.88
O 0.01 -2.15 2.69
H 0.30 -3.11 2.74
H 0.79 -1.65 2.43
```

Structure (SMILES)   OCCCSS.O
Calculated total energy   -1067.089921 Ha
Orbital gap   9.0399 eV

4.
Here is a 3-piece molecular cluster, C3H10O3 overall in a non-equilibrium geometry from the Open Molecules 2025 dataset. Energies are from ωB97M-V with the def2-TZVPD basis set.

XYZ file:
```
16
C3H10O3, DFT ωB97M-V with the def2-TZVPD basis set
C -0.56 2.38 -1.75
C -0.63 1.20 -1.01
C -0.52 -0.19 -1.51
O -1.19 1.19 0.26
H -0.56 2.25 -2.71
H -0.50 3.35 -1.36
H -0.64 0.17 -2.61
H 0.43 -0.71 -1.52
H -1.37 -0.85 -1.17
H -0.90 2.10 0.60
O -0.54 -0.70 2.45
H 0.46 -0.90 2.60
H -0.85 -1.35 1.89
O 2.14 -2.60 1.67
H 3.05 -2.22 1.73
H 2.18 -3.12 2.45
```

Structure (SMILES)   C=C(C)O.O.O
Calculated total energy   -345.932660 Ha
Orbital gap   8.8820 eV

5.
Here is a 3-piece molecular cluster, C3H10O3 overall in a non-equilibrium geometry from the Open Molecules 2025 dataset. Energies are from ωB97M-V with the def2-TZVPD basis set.

XYZ file:
```
16
C3H10O3, DFT ωB97M-V with the def2-TZVPD basis set
C 1.44 1.64 -1.10
C 0.92 0.42 -1.03
C 1.33 -0.70 -0.09
O 0.38 -1.15 0.85
H 0.93 2.56 -1.55
H 2.49 1.82 -0.80
H 0.05 0.44 -1.82
H 2.31 -0.39 0.39
H 1.57 -1.54 -0.78
H -0.31 -1.59 0.32
O -1.56 0.64 1.71
H -0.74 0.16 1.86
H -1.81 0.76 2.68
O -2.07 -1.10 -0.36
H -2.78 -1.59 -0.61
H -2.15 -0.37 0.31
```

Structure (SMILES)   C=CCO.O.O
Calculated total energy   -345.952809 Ha
Orbital gap   10.1613 eV

6.
Here is a 3-piece molecular cluster, C3H10O3 overall in a non-equilibrium geometry from the Open Molecules 2025 dataset. Energies are from ωB97M-V with the def2-TZVPD basis set.

XYZ file:
```
16
C3H10O3, DFT ωB97M-V with the def2-TZVPD basis set
O 3.05 -0.18 -0.72
C 2.54 0.22 0.27
C 1.02 0.48 0.44
C 0.74 1.37 -0.80
H 3.27 0.48 1.06
H 0.70 0.96 1.36
H 0.64 -0.53 0.26
H 1.17 2.36 -0.68
H -0.33 1.60 -0.84
H 0.98 0.85 -1.72
H -5.04 -0.65 2.14
H -5.37 0.33 0.97
O -4.67 -0.05 1.47
H 0.51 -1.90 -1.65
H 0.69 -3.06 -0.72
O 0.11 -2.27 -0.86
```

Net charge   +1
Calculated total energy   -345.635051 Ha
Spin multiplicity   2
Orbital gap (alpha / beta)   7.8990 / 3.9926 eV
⟨S²⟩   0.757

7.
Here is a 3-piece molecular cluster, C3H10O3S overall in a non-equilibrium geometry from the Open Molecules 2025 dataset. Energies are from ωB97M-V with the def2-TZVPD basis set.

XYZ file:
```
17
C3H10O3S, DFT ωB97M-V with the def2-TZVPD basis set
O -2.20 0.16 1.26
C -1.96 -0.82 0.64
C -0.54 -1.18 0.20
C -0.12 -0.41 -1.05
S 0.34 1.31 -0.75
H -2.74 -1.54 0.33
H -0.45 -2.25 0.02
H 0.05 -0.92 1.09
H 0.70 -0.93 -1.55
H -0.96 -0.43 -1.75
H -0.39 1.86 -1.70
O -0.64 2.63 3.28
H -1.54 2.38 3.47
H -0.33 2.10 2.54
O 3.78 -0.93 -2.22
H 3.18 -0.25 -2.55
H 3.81 -0.79 -1.27
```

Structure (SMILES)   O=CCCS.O.O
Calculated total energy   -744.180602 Ha
Orbital gap   9.8775 eV

8.
Here is a 3-piece molecular cluster, C3H10O3S overall in a non-equilibrium geometry from the Open Molecules 2025 dataset. Energies are from ωB97M-V with the def2-TZVPD basis set.

XYZ file:
```
17
C3H10O3S, DFT ωB97M-V with the def2-TZVPD basis set
O -0.71 2.46 -3.06
C -0.61 1.68 -2.14
C 0.02 2.03 -0.87
C 1.32 1.26 -0.60
S 2.78 1.82 -1.49
H -0.78 0.63 -2.35
H -0.66 1.88 -0.15
H 0.06 3.18 -0.83
H 1.39 1.09 0.55
H 1.20 0.26 -1.07
H 3.13 2.98 -0.78
H -0.78 0.24 6.30
H -1.34 -1.14 6.40
O -0.75 -0.58 5.89
H -1.77 -5.56 -1.32
H -1.45 -6.47 -2.55
O -1.07 -5.75 -1.95
```

Net charge   +1
Calculated total energy   -743.806857 Ha
Spin multiplicity   2
Orbital gap (alpha / beta)   9.1034 / 3.8140 eV
⟨S²⟩   0.755

9.
Here is a 2-piece molecular cluster, C3H10O4 overall in a non-equilibrium geometry from the Open Molecules 2025 dataset. Energies are from ωB97M-V with the def2-TZVPD basis set.

XYZ file:
```
17
C3H10O4, DFT ωB97M-V with the def2-TZVPD basis set
C 0.69 2.11 -0.39
C 0.79 0.86 0.49
O 1.20 1.18 1.78
O 1.64 -0.08 -0.10
H 0.14 2.89 0.12
H 0.20 1.86 -1.32
H 1.69 2.47 -0.61
H -0.22 0.40 0.61
H 2.16 1.32 1.77
H 1.09 -0.83 -0.41
C -1.59 -1.42 0.45
O -0.87 -1.24 -0.89
O -0.51 -2.51 -1.42
H -2.30 -2.24 0.28
H -1.00 -1.75 1.30
H -2.12 -0.48 0.58
H -1.00 -2.55 -2.25
```

Structure (SMILES)   CC(O)O.COO
Calculated total energy   -421.132099 Ha
Orbital gap   10.7162 eV

10.
Here is an isolated ion of composition C3H10OPS2 and charge +1 in a non-equilibrium geometry from the Open Molecules 2025 dataset. Energies are from ωB97M-V with the def2-TZVPD basis set.

XYZ file:
```
17
C3H10OPS2, DFT ωB97M-V with the def2-TZVPD basis set
C -2.43 -0.17 0.23
C -1.02 0.04 0.64
C -0.13 0.07 -0.65
O 2.45 -0.03 -1.74
P 1.64 0.03 -0.35
S 2.19 -1.69 0.64
S 2.32 1.72 0.77
H -2.62 -1.23 -0.16
H -2.64 0.48 -0.64
H -3.17 0.16 1.06
H -1.02 1.11 1.09
H -0.57 -0.62 1.38
H -0.40 1.00 -1.12
H -0.21 -0.79 -1.24
H 2.51 -0.94 -2.22
H 1.09 -1.50 1.58
H 3.67 1.62 0.32
```

Net charge   +1
Calculated total energy   -1333.036802 Ha
Orbital gap   10.5010 eV

11.
Here is a 2-piece molecular cluster, C3H10OS overall in a non-equilibrium geometry from the Open Molecules 2025 dataset. Energies are from ωB97M-V with the def2-TZVPD basis set.

XYZ file:
```
15
C3H10OS, DFT ωB97M-V with the def2-TZVPD basis set
C 1.48 -0.20 -1.07
S 1.24 -1.78 -0.26
C 1.67 -1.33 1.46
H 1.01 0.57 -0.48
H 0.77 -0.24 -1.91
H 2.44 -0.10 -1.52
H 0.75 -1.38 2.02
H 2.46 -1.92 1.91
H 1.96 -0.28 1.47
C -2.01 1.32 -0.11
O -3.32 0.89 -0.52
H -2.18 2.27 0.38
H -1.63 0.66 0.64
H -1.43 1.47 -1.02
H -3.23 0.05 -0.99
```

Structure (SMILES)   CSC.CO
Calculated total energy   -593.679771 Ha
Orbital gap   9.4253 eV

12.
Here is a 2-piece molecular cluster, C3H10OS overall in a non-equilibrium geometry from the Open Molecules 2025 dataset. Energies are from ωB97M-V with the def2-TZVPD basis set.

XYZ file:
```
15
C3H10OS, DFT ωB97M-V with the def2-TZVPD basis set
C -0.52 1.81 -1.69
C -0.22 0.68 -0.59
S -0.14 -1.13 -1.01
C 0.18 -1.62 0.62
H 0.00 2.73 -1.31
H -0.08 1.43 -2.62
H -1.59 1.99 -1.80
H 0.82 0.87 -0.02
H -1.03 0.88 0.17
H -0.72 -1.86 1.16
H 0.63 -0.74 1.14
H 0.95 -2.40 0.69
O 0.76 1.05 2.93
H 0.70 0.25 2.36
H -0.18 1.33 2.98
```

Structure (SMILES)   CCSC.O
Calculated total energy   -593.681866 Ha
Orbital gap   9.5047 eV

The highest calculated total energy belongs to which entry?
number 6